Arrangement 1

This record from the Open Molecules 2025 dataset describes a 18-piece molecular cluster, C36H108O18 overall. The level of theory is ωB97M-V/def2-TZVPD.

Computed properties:
LUMO level   -0.1 eV
HOMO-LUMO gap   9.13 eV

Last column: Löwdin charge in e.
CARTESIAN COORDINATES (ANGSTROEM)
C 8.595 3.487 -9.656  -0.028
O 10.116 8.091 -6.982  -0.100
H 7.221 -1.883 -9.437  0.069
H 2.641 1.867 -11.079  0.100
O 12.322 1.685 -3.841  -0.069
O 2.930 4.440 -11.095  -0.073
H 0.930 7.166 -8.819  0.110
H 10.608 8.484 -4.463  0.062
H 16.614 1.732 -6.618  0.106
H 8.932 8.816 -3.968  0.066
H 9.847 7.373 -7.560  0.063
H 7.681 -0.589 -11.397  0.105
C 14.358 9.823 -6.588  -0.101
H 5.015 3.514 -15.305  0.113
H 8.796 7.059 -5.837  0.092
C 2.543 4.301 -5.732  -0.074
C 15.967 0.901 -6.338  -0.332
C 13.362 5.330 -5.110  -0.092
O 17.322 4.575 -8.381  -0.074
H 5.029 1.347 -5.786  0.069
H 9.127 2.585 -9.957  0.064
H 13.167 -1.556 -10.456  0.110
H 12.492 7.007 -10.088  0.094
H 11.794 0.505 -10.287  0.088
C 6.644 8.062 -9.951  -0.059
O 8.345 6.064 -3.511  -0.071
C 11.781 7.594 -10.671  -0.339
H 14.379 3.911 -3.874  0.111
C 9.140 8.084 -5.980  -0.290
H 6.790 4.279 -2.330  0.076
H 4.394 1.893 -11.610  0.073
H 8.033 5.482 -8.149  0.073
C 3.612 3.503 -10.318  -0.370
O 12.106 9.877 -7.210  -0.075
H 2.504 3.369 -5.168  0.079
C 16.019 4.987 -8.216  -0.345
C 5.747 0.844 -6.434  -0.072
H 3.131 5.280 -10.676  0.037
C 5.571 4.370 -13.462  -0.099
C 15.403 4.941 -9.638  -0.062
H 15.160 9.684 -5.863  0.066
H 8.821 3.577 -7.456  0.087
H 5.391 5.896 -8.450  0.040
H 9.355 4.188 -14.590  0.073
O 12.679 4.333 -3.122  -0.104
H 1.107 6.661 -11.185  0.077
H 12.086 8.933 -12.258  0.073
H 4.558 4.001 -10.109  0.107
H 10.192 5.676 -15.093  0.067
H 15.910 5.621 -10.321  0.075
H 6.050 -0.031 -5.858  0.080
H 6.308 8.715 -10.756  0.079
H 1.761 4.287 -6.492  0.087
H 14.489 2.338 -6.139  0.067
C 12.675 8.182 -11.732  -0.084
H 12.045 -2.445 -9.352  0.121
C 12.470 -1.478 -9.622  -0.311
H 12.897 0.932 -3.995  0.101
H 8.476 4.246 -10.429  0.069
H 17.836 4.515 -7.572  0.089
O 10.787 6.722 -11.165  -0.076
H 6.151 -2.565 -10.656  0.070
H 8.786 5.795 -14.125  0.067
C 6.116 6.650 -10.184  -0.259
O 16.283 0.400 -5.033  -0.073
H 9.883 9.948 -5.083  0.079
O 6.705 0.716 -10.206  -0.079
C 8.502 5.321 -16.278  -0.309
O 3.887 5.876 -6.973  -0.102
C 3.903 4.629 -6.262  -0.273
C 6.359 -1.670 -10.069  -0.080
H 7.879 2.888 -2.559  0.068
H 14.274 5.669 -3.315  0.121
H 14.743 9.123 -7.330  0.067
H 6.493 2.462 -7.532  0.112
H 4.063 1.615 -9.979  0.071
H 11.067 1.851 -6.345  0.080
H 7.597 3.077 -9.500  0.034
C 11.103 1.252 -4.281  -0.325
H 6.000 -0.396 -11.717  0.110
H 10.509 1.400 -3.380  0.115
C 13.804 4.836 -3.837  -0.324
H 5.438 3.719 -12.598  0.071
H 9.105 6.295 -2.973  0.101
O 13.213 -0.888 -8.531  -0.098
H 12.424 4.890 -5.447  0.077
H 8.183 4.329 -16.597  0.106
H 6.645 6.206 -11.028  0.103
C 1.835 7.476 -9.343  -0.347
C 6.909 1.673 -6.906  -0.320
O 3.446 3.787 -13.889  -0.050
C 9.662 8.928 -4.770  -0.042
H 10.798 -0.409 -9.155  0.072
H 13.334 0.015 -8.833  0.046
H 15.958 5.968 -7.744  0.104
O 2.769 6.521 -9.288  -0.094
H 2.273 5.040 -4.977  0.077
H 8.469 4.233 -1.671  0.077
H 12.732 8.859 -5.492  0.090
H 3.133 3.430 -9.341  0.107
H 14.509 1.570 -7.693  0.080
H 10.773 -0.973 -10.724  0.080
H 2.225 8.398 -8.913  0.117
C 9.218 5.212 -14.939  -0.086
H 12.796 10.563 -5.418  0.108
H 16.226 0.047 -6.964  0.116
H 9.471 2.001 -5.567  0.045
C 14.613 1.371 -6.627  -0.096
H 14.164 5.290 -5.848  0.063
H 3.253 6.518 -8.459  0.043
H 13.067 7.412 -12.397  0.077
H 8.247 8.502 -6.445  0.104
H 7.411 4.499 -4.451  0.104
C 10.547 2.096 -5.419  -0.061
C 12.950 9.732 -6.108  -0.356
H 13.535 8.659 -11.262  0.076
H 2.143 8.093 -11.441  0.070
H 4.613 5.154 -15.018  0.107
H 9.207 4.457 -4.144  0.100
H 11.146 0.212 -4.604  0.122
O 7.332 6.082 -16.066  -0.100
C 6.720 -0.454 -10.901  -0.364
H 9.040 5.723 -17.136  0.105
H 4.701 4.706 -5.523  0.115
C 1.362 7.655 -10.819  -0.053
O 6.162 5.793 -9.013  -0.108
H 4.175 3.808 -6.925  0.102
O 8.983 5.431 -8.278  -0.047
H 8.241 0.226 -7.127  0.103
H 4.072 6.634 -6.415  0.115
C 8.223 4.722 -3.759  -0.359
C 11.455 -0.496 -10.020  -0.111
H 17.204 0.130 -5.013  0.079
H 11.497 9.135 -7.216  0.020
C 3.666 2.152 -10.841  -0.079
H 5.183 0.518 -7.307  0.076
H 5.517 5.393 -13.089  0.072
H 3.627 3.866 -12.949  0.020
O 7.793 0.884 -7.663  -0.090
H 10.193 6.563 -10.428  0.052
H 13.151 6.395 -5.020  0.067
H 5.387 -1.544 -9.591  0.074
H 13.868 0.654 -6.282  0.073
H 15.495 4.298 -7.554  0.079
H 6.597 4.449 -13.823  0.062
H 12.387 3.473 -3.433  0.020
H 7.715 8.126 -9.755  0.068
H 10.669 3.156 -5.198  0.051
C 9.174 4.146 -8.315  -0.364
H 10.248 3.961 -8.321  0.112
H 5.049 6.570 -10.393  0.093
H 0.574 8.407 -10.778  0.071
H 7.505 6.903 -15.600  0.081
H 7.223 0.693 -9.398  0.031
C 4.587 4.171 -14.548  -0.348
H 11.305 8.361 -10.060  0.113
H 7.456 2.034 -6.035  0.089
C 7.821 3.975 -2.509  -0.077
H 6.187 8.470 -9.049  0.067
H 14.524 10.845 -6.927  0.076
H 14.330 5.120 -9.567  0.059
H 15.514 3.934 -10.041  0.070

***

Arrangement 2

This record from the Open Molecules 2025 dataset describes a 18-piece molecular cluster, C36H108O18 overall. The level of theory is ωB97M-V/def2-TZVPD.

Computed properties:
LUMO level   0.5 eV
HOMO-LUMO gap   10.11 eV

Last column: Löwdin charge in e.
CARTESIAN COORDINATES (ANGSTROEM)
H 14.865 12.335 18.890  0.056
H 14.445 12.237 15.674  0.065
H 10.775 13.443 12.405  0.131
H 12.336 18.401 17.601  0.100
H 12.709 9.245 18.663  0.117
H 23.518 13.833 15.526  0.068
O 16.392 17.745 13.047  -0.106
O 18.675 15.034 14.723  -0.119
C 12.177 13.818 18.892  -0.298
H 21.879 16.495 13.401  0.052
C 19.263 10.980 17.317  -0.307
H 15.920 11.716 20.255  0.090
H 10.134 13.201 18.728  0.069
C 19.031 12.497 17.365  -0.073
H 19.746 11.518 14.113  0.132
H 7.587 15.230 13.331  0.090
H 13.416 13.159 16.698  0.043
H 18.982 17.471 14.748  0.066
H 12.480 11.918 10.982  0.033
H 13.941 14.694 18.632  0.069
H 16.919 9.984 14.194  0.013
H 10.399 14.880 18.507  0.064
C 19.201 17.518 11.590  -0.087
H 16.070 13.635 10.491  0.092
H 19.188 17.189 12.623  0.053
H 18.036 12.787 17.057  0.058
H 19.730 13.104 16.750  0.069
O 13.014 14.911 18.514  -0.089
H 11.894 9.909 12.054  0.042
H 13.540 13.825 11.679  0.047
H 20.369 15.963 11.061  0.085
C 18.437 17.121 15.601  -0.092
C 19.332 10.684 12.052  -0.066
O 21.644 17.522 11.596  -0.114
C 14.164 11.312 8.211  -0.066
H 13.057 17.516 18.949  0.053
O 14.403 11.142 10.666  -0.144
C 14.419 18.980 12.172  -0.086
H 11.009 7.631 16.622  0.080
H 16.457 11.828 18.567  0.042
C 14.205 17.296 17.085  -0.370
O 16.641 9.101 14.409  -0.110
H 12.768 11.645 16.089  0.063
C 12.651 14.376 11.358  -0.071
O 17.705 11.384 13.755  -0.082
C 11.367 13.498 11.360  -0.330
O 13.587 16.228 16.521  -0.081
C 17.108 8.514 15.611  -0.262
H 18.550 10.346 19.029  0.097
H 8.922 8.929 15.252  0.122
C 17.679 15.920 15.333  -0.295
C 15.946 7.678 16.235  -0.054
C 23.149 14.823 15.849  -0.089
H 15.652 13.797 12.698  0.054
H 6.594 8.673 15.847  0.088
H 10.732 13.796 17.190  0.105
H 12.671 12.883 18.620  0.084
C 10.817 13.928 18.334  -0.073
H 11.083 9.433 13.459  0.083
H 21.412 14.437 14.693  0.085
H 10.668 13.864 10.580  0.108
H 14.973 12.018 8.241  0.046
H 20.541 17.316 9.872  0.107
H 11.139 8.622 18.838  0.105
O 14.322 9.502 12.812  -0.086
H 20.271 10.714 17.651  0.115
O 16.137 14.446 18.463  -0.111
H 22.312 16.789 11.458  0.104
H 17.328 15.306 16.197  0.113
H 12.761 14.658 10.313  0.072
H 18.901 9.669 12.190  0.084
H 19.220 12.980 18.366  0.082
H 7.499 10.842 14.983  0.121
O 9.096 9.712 15.874  -0.128
H 15.110 18.829 14.127  0.098
O 18.295 10.353 18.100  -0.098
C 7.803 10.426 15.961  -0.312
H 19.182 12.618 13.024  0.092
H 12.609 15.288 11.984  0.070
C 13.333 18.079 18.068  -0.074
H 13.347 19.176 12.442  0.080
H 19.144 10.563 16.306  0.094
H 18.157 14.178 9.562  0.098
H 16.296 7.218 17.146  0.067
H 17.458 13.663 19.729  0.087
C 16.405 13.674 19.610  -0.304
H 11.875 13.678 14.832  0.117
H 10.533 10.224 17.099  0.040
O 11.559 12.192 10.925  -0.097
H 17.531 9.204 16.288  0.064
C 14.203 10.352 9.484  -0.285
H 5.853 10.252 16.345  0.082
C 11.793 9.056 18.088  -0.338
H 16.423 17.012 12.424  0.049
H 6.803 9.220 17.440  0.096
H 17.161 12.161 13.542  0.082
H 8.020 11.267 16.611  0.117
H 22.700 14.789 16.883  0.079
H 15.170 9.433 13.285  0.067
C 8.378 15.255 14.128  -0.090
O 13.818 14.246 14.215  -0.072
C 15.852 12.290 19.324  -0.057
H 13.877 19.001 18.386  0.081
C 15.016 18.122 13.312  -0.283
H 14.979 19.976 12.236  0.098
H 14.117 14.759 14.949  0.048
C 20.443 17.030 10.902  -0.268
C 12.016 9.241 12.877  -0.074
H 14.406 18.519 11.189  0.059
H 15.111 17.071 17.668  0.097
H 11.176 16.366 14.729  0.036
H 15.035 9.656 9.397  0.101
H 14.333 10.461 11.414  0.058
H 24.012 15.544 15.889  0.083
C 16.720 14.171 11.142  -0.296
H 16.925 16.130 14.602  0.082
H 21.531 16.077 15.476  0.095
H 18.148 14.663 13.974  0.058
H 13.084 10.554 14.212  0.106
H 15.258 8.435 16.576  0.054
O 22.474 15.785 13.684  -0.091
O 11.324 10.295 17.643  -0.090
H 12.138 13.742 20.021  0.135
O 16.573 13.777 12.488  -0.062
H 18.286 17.211 11.138  0.053
H 13.242 9.819 9.501  0.108
C 12.909 13.291 14.594  -0.309
H 13.225 11.860 8.344  0.060
H 12.727 12.646 13.759  0.078
H 20.436 10.565 12.060  0.083
H 12.599 8.464 16.170  0.048
H 19.142 18.607 11.737  0.093
H 13.123 15.708 17.202  0.023
H 17.848 7.813 15.217  0.112
H 13.324 8.757 14.512  0.105
H 18.196 12.821 10.739  0.039
H 19.027 16.965 16.463  0.065
H 14.649 17.865 16.304  0.082
H 10.068 15.820 12.930  0.062
H 14.400 17.256 13.558  0.103
H 14.175 10.765 7.238  0.078
C 18.111 13.874 10.626  -0.056
C 13.427 12.484 15.844  -0.039
C 6.716 9.610 16.403  -0.122
H 12.012 8.201 12.502  0.092
H 18.948 14.409 11.136  0.071
C 13.227 9.546 13.690  -0.304
H 9.191 17.224 13.456  0.119
O 10.261 16.327 14.940  -0.100
H 7.887 15.701 14.995  0.079
C 9.477 16.180 13.698  -0.266
H 8.703 14.267 14.288  0.046
C 22.003 15.294 14.925  -0.324
H 17.682 17.894 15.872  0.093
H 15.501 7.054 15.467  0.077
C 18.982 11.564 13.249  -0.322
H 16.450 15.247 10.996  0.112
H 12.542 7.259 17.345  0.074
H 16.664 15.269 18.418  0.094
H 19.064 10.959 11.037  0.052
C 11.943 8.090 16.977  -0.088
H 15.836 14.097 20.463  0.120

***

Taking the most stable structure as the zero point, the relative energies in eV are arrangement 1 2.092; arrangement 2 0.000.

***

Arrangement 1

This record from the Open Molecules 2025 dataset describes an isolated ion of composition C3H7N4S and charge +1. The level of theory is ωB97M-V/def2-TZVPD.

Computed properties:
LUMO level   -4.2 eV
HOMO-LUMO gap   8.73 eV
Charge   +1

Last column: natural (NBO) charge in e.
CARTESIAN COORDINATES (ANGSTROEM)
H 1.544 1.234 -0.141  0.296
H -1.712 2.248 -0.658  0.406
C 1.388 0.075 -0.096  -0.708
S -3.761 0.264 -0.017  0.036
N -1.117 0.460 -0.153  -0.184
N -1.743 -1.672 -0.066  -0.399
C -0.035 -0.329 0.047  0.509
N -0.968 1.835 -0.138  -0.644
H 1.829 -0.491 -0.986  0.278
H 1.932 -0.276 0.854  0.279
C -2.294 -0.401 -0.026  0.130
N -0.397 -1.608 -0.002  -0.325
H -2.198 -2.519 -0.411  0.458
H -0.772 2.451 0.640  0.415
H 0.066 -2.417 -0.367  0.453

***

Arrangement 2

This record from the Open Molecules 2025 dataset describes an isolated ion of composition C3H7N4S and charge +1. The level of theory is ωB97M-V/def2-TZVPD.

Computed properties:
LUMO level   -4.7 eV
HOMO-LUMO gap   9.40 eV
Charge   +1

Last column: natural (NBO) charge in e.
CARTESIAN COORDINATES (ANGSTROEM)
N 0.077 -2.732 1.591  -0.921
C 0.420 0.185 2.558  -0.455
H 1.099 -0.579 3.088  0.226
H 0.498 1.928 -3.392  0.299
H -0.512 -0.054 3.167  0.235
N -0.143 -0.311 -1.380  -0.040
H -0.003 -3.552 1.125  0.413
N -0.101 -1.457 -0.872  -0.587
C -0.344 0.649 -1.983  0.552
N 0.149 -0.085 1.225  -0.735
H -1.277 1.906 -3.523  0.312
S 0.014 -1.502 0.735  1.934
C -0.366 1.792 -2.774  -0.772
H 0.788 1.150 2.524  0.234
H -0.299 2.664 -2.092  0.302

***

Taking the most stable structure as the zero point, the relative energies in eV are arrangement 1 0.000; arrangement 2 4.384.

***

Arrangement 1

This record from the Open Molecules 2025 dataset describes C4H4N2 in the gas phase. The level of theory is ωB97M-V/def2-TZVPD.

Computed properties:
LUMO level   -0.1 eV
HOMO-LUMO gap   8.67 eV

Last column: natural (NBO) charge in e.
CARTESIAN COORDINATES (ANGSTROEM)
H -0.457 -0.417 -1.751  0.175
H -0.593 -2.233 -1.094  0.180
H 2.524 -0.118 0.371  0.174
H -2.507 1.709 0.807  0.218
C -0.423 1.115 0.997  0.145
C -0.125 -1.226 -1.038  0.043
C -1.516 1.498 0.731  -0.301
N 0.854 -1.160 -0.256  -0.456
N 0.858 0.933 0.855  -0.494
C 1.385 -0.101 0.379  0.315

***

Arrangement 2

This record from the Open Molecules 2025 dataset describes C4H4N2 as an isolated structure. The level of theory is ωB97M-V/def2-TZVPD.

Computed properties:
LUMO level   0.4 eV
HOMO-LUMO gap   8.22 eV

Last column: natural (NBO) charge in e.
CARTESIAN COORDINATES (ANGSTROEM)
H 1.490 -0.731 -0.149  0.214
H -1.448 2.225 0.384  0.209
C 0.611 1.544 -0.177  -0.211
N 0.506 -2.989 -0.212  0.002
C -0.635 -0.054 0.102  -0.216
H -1.402 -0.816 0.139  0.213
C 0.677 -0.016 -0.125  -0.218
H 1.304 2.313 -0.489  0.210
N -0.424 -2.977 0.381  0.001
C -0.678 1.502 0.146  -0.203

***

Arrangement 3

This record from the Open Molecules 2025 dataset describes C4H4N2 in the gas phase. The level of theory is ωB97M-V/def2-TZVPD.

Computed properties:
LUMO level   0.1 eV
HOMO-LUMO gap   9.51 eV

Last column: natural (NBO) charge in e.
CARTESIAN COORDINATES (ANGSTROEM)
C -0.324 1.189 0.620  -0.001
C 0.162 -0.021 1.166  -0.235
H 0.169 -1.888 -0.260  0.287
H 0.148 -0.207 2.240  0.231
H 0.872 -1.112 -1.929  0.205
N -0.912 1.181 -0.571  -0.186
C 0.307 -0.590 -1.157  0.017
C 0.591 -0.895 0.180  -0.301
H -0.341 2.154 1.122  0.207
N -0.685 0.239 -1.474  -0.225

***

Taking the most stable structure as the zero point, the relative energies in eV are arrangement 1 0.766; arrangement 2 0.000; arrangement 3 0.826.

***

Arrangement 1

This record from the Open Molecules 2025 dataset describes C4H4N2 in the gas phase. The level of theory is ωB97M-V/def2-TZVPD.

Computed properties:
LUMO level   -0.5 eV
HOMO-LUMO gap   11.33 eV

Last column: natural (NBO) charge in e.
CARTESIAN COORDINATES (ANGSTROEM)
H 0.578 -0.574 -1.363  0.244
C 0.365 0.208 -0.649  -0.366
N 0.064 2.205 -1.140  -0.212
H -0.636 0.614 1.231  0.261
C -0.493 -0.220 0.533  -0.520
H 1.324 0.609 -0.289  0.234
N 0.651 -2.228 1.764  -0.301
C 0.134 -1.338 1.238  0.276
H -1.480 -0.517 0.173  0.259
C -0.507 1.241 -1.498  0.127

***

Arrangement 2

This record from the Open Molecules 2025 dataset describes C4H4N2 in the gas phase. The level of theory is ωB97M-V/def2-TZVPD.

Computed properties:
LUMO level   0.2 eV
HOMO-LUMO gap   9.92 eV

Last column: natural (NBO) charge in e.
CARTESIAN COORDINATES (ANGSTROEM)
H 2.425 0.045 0.300  0.208
H -1.259 -2.076 -0.038  0.198
C 1.346 -0.030 -0.039  -0.030
C -1.324 0.027 0.031  -0.021
C 0.619 1.173 -0.041  -0.031
H -2.438 -0.017 0.001  0.202
H 1.153 2.140 0.099  0.209
N 0.753 -1.254 -0.023  -0.364
C -0.596 -1.138 0.025  -0.009
N -0.775 1.213 -0.007  -0.362

***

Taking the most stable structure as the zero point, the relative energies in eV are arrangement 1 1.860; arrangement 2 0.000.